Density functional theory data (ωB97M-V/def2-TZVPD) for C47H34F5N3O3P2S3Sc as an isolated structure at a distorted geometry.

```
! wB97M-V def2-TZVPD RIJCOSX def2/J DEFGRID3
* xyz -1 1
Sc -0.0305 -0.3210 -0.0345
S 0.9128 1.5902 2.0162
S 2.2604 1.2895 -2.0928
S -1.2099 -3.6061 -0.5788
P 2.5482 0.5081 1.6112
P 2.9665 -0.3017 -1.1170
F -2.7844 4.5866 0.8786
F -0.9601 -5.9048 0.6777
F 0.7405 -4.5830 0.9431
F -2.4404 3.3450 -3.5875
F -1.1127 -4.2051 2.0068
O -0.4317 -2.3616 -0.4161
O -2.6090 -3.4439 -0.3061
O -0.8075 -4.3446 -1.7406
N -0.6052 -0.2940 -2.3475
N -2.5114 -0.5086 0.4663
N -0.6194 -1.2168 2.1240
C 5.4789 -1.3442 -0.4524
C -1.0281 0.8639 -2.9047
C -2.1226 3.0663 -2.2894
C 6.1127 3.3355 0.8304
C -1.1136 1.6865 -0.5777
C 5.2578 1.2919 1.7521
C 2.3230 -4.1372 -2.4086
C 2.5639 -4.0470 -3.7685
C -4.2289 -0.5025 2.1220
C 0.2116 -2.1037 4.1742
C -1.5978 2.6101 0.3561
C 6.3239 2.1359 1.4957
C 4.1712 -2.1808 4.2535
C -0.3822 -1.2689 -4.5217
C -0.2951 -1.3176 -3.1414
C 4.8322 3.6854 0.4316
C 2.9064 -2.8215 -4.3331
C 4.8052 -0.3081 -1.0928
C -3.4304 -0.2538 -0.4588
C 3.9689 1.6341 1.3494
C -2.5872 3.9838 -1.3757
C 2.9696 0.3167 4.3839
C -0.5950 -4.6223 0.8401
C 2.7587 -1.7812 -2.1693
C 0.3585 -1.7561 2.8427
C 4.0258 -1.5462 5.4784
C 2.9947 -1.6929 -3.5397
C -1.0216 -1.9030 4.7668
C -4.7735 -0.1065 -0.1647
C 3.1119 -0.3143 3.1556
C 3.7644 2.8426 0.6939
C -2.9006 -0.6620 1.7301
C -2.3134 3.7128 -0.0482
C 6.9230 0.6521 -1.7146
C 2.2622 -0.6240 0.3842
C -1.1093 0.9907 -4.2917
C 5.5356 0.6872 -1.7259
C 3.4241 -0.2954 5.5405
C -0.7845 -0.0814 -5.1002
C -2.0666 -1.4107 4.0020
C -1.8305 -1.0873 2.6702
C -5.1747 -0.2136 1.1572
C 7.5879 -0.3786 -1.0709
C 6.8603 -1.3806 -0.4401
C 3.7178 -1.5629 3.0965
C 2.4315 -3.0075 -1.6096
C -1.4068 1.9170 -1.9384
H -1.1819 -2.1476 5.8084
H 7.4817 1.4424 -2.2009
H -3.0474 -1.2922 4.4360
H -4.5196 -0.6104 3.1554
H -5.4782 0.0994 -0.9574
H 8.6698 -0.4040 -1.0574
H 3.0896 -2.7460 -5.3981
H 2.4755 -4.9258 -4.3938
H 6.9450 3.9959 0.6222
H 2.0244 -5.0787 -1.9679
H -0.1142 -2.1385 -5.1030
H -3.0700 -0.1596 -1.4738
H 3.2202 -0.7265 -3.9751
H 7.3200 1.8474 1.8068
H 3.8000 -2.0468 2.1292
H 2.4750 1.2794 4.4295
H 2.2315 -3.0550 -0.5455
H 1.0575 -2.5070 4.7139
H 3.3046 0.2027 6.4945
H -6.2128 -0.0848 1.4336
H 5.4399 0.3563 2.2661
H 4.3771 -2.0240 6.3844
H -1.4327 2.4852 1.4193
H -3.1386 4.8570 -1.6876
H -1.4126 1.9248 -4.7278
H 2.7635 3.1107 0.3819
H 4.6599 4.6182 -0.0902
H -0.8432 0.0199 -6.1769
H 4.6356 -3.1576 4.1944
H 7.3738 -2.1910 0.0633
H 5.0012 1.4959 -2.2111
H 4.9084 -2.1238 0.0394
H 1.2846 -1.9082 2.3033
H 0.0507 -2.2189 -2.6592
*
```

LUMO level: 1.997 eV
ΔE to the lowest compared entry with this formula, charge and spin: 9.22 kcal/mol
M: 986.9 g mol⁻¹
HOMO energy: -0.1590 Eh
Kohn-Sham gap: 6.3 eV

=====

Density functional theory data (ωB97M-V/def2-TZVPD) for a 2-piece molecular cluster, C6H10N4S overall at a distorted geometry.

```
! wB97M-V def2-TZVPD RIJCOSX def2/J DEFGRID3
* xyz 0 1
S -3.2243 0.1950 1.0365
N 0.3660 1.8834 0.3804
N -0.0213 0.1946 -1.2087
N -3.6798 0.3400 -0.4057
N -3.0068 -0.0818 -1.4858
C 1.8160 -0.0034 0.1652
C 3.0116 -0.8383 0.5791
C 1.4146 1.1956 0.8198
C 0.9791 -0.4916 -0.8026
C -1.9371 -0.8980 1.2115
C -0.2958 1.3788 -0.6033
H -1.0972 -0.9886 0.4446
H 3.8754 -0.6325 -0.1801
H -1.1037 1.8135 -1.1006
H -1.5351 -0.9613 2.1703
H -2.1252 -0.6364 -1.2584
H 3.3995 -0.4183 1.4583
H 1.0263 -1.5188 -1.1368
H 2.0287 1.7214 1.6452
H 2.9652 -1.8738 0.4762
H -2.8562 0.6204 -2.2052
*
```

LUMO level: 0.366 eV
ΔE to the lowest compared entry with this formula, charge and spin: 108.96 kcal/mol
M: 170.2 g mol⁻¹
HOMO energy: -0.2752 Eh
Kohn-Sham gap: 7.9 eV

=====

Density functional theory data (ωB97M-V/def2-TZVPD) for a 2-piece molecular cluster, C5H17N2 overall.

```
! wB97M-V def2-TZVPD RIJCOSX def2/J DEFGRID3
* xyz 1 1
N 1.3139 -0.1935 0.5763
N -1.0565 0.9416 0.6665
C -1.9961 0.0650 -0.0656
C -1.9281 0.3170 -1.5610
C -1.3733 1.0407 2.1043
C 1.6851 -0.6345 -0.8029
C 3.0469 -1.2997 -0.8349
H -1.2919 0.0532 2.5571
H 1.6484 0.2510 -1.4353
H -2.3886 1.4005 2.2615
H 0.2664 0.3579 0.6001
H -2.2337 1.3370 -1.7907
H 2.0306 0.4282 0.9458
H -0.9240 0.1510 -1.9526
H 0.9000 -1.3107 -1.1395
H -1.7347 -0.9682 0.1672
H 3.2866 -1.5944 -1.8542
H -0.6774 1.7246 2.5844
H 3.0552 -2.1941 -0.2113
H -3.0146 0.2285 0.2951
H 3.8243 -0.6157 -0.4908
H 1.2728 -0.9996 1.1972
H -2.6063 -0.3568 -2.0770
H -1.1050 1.8711 0.2602
*
```

LUMO level: -2.852 eV
ΔE to the lowest compared entry with this formula, charge and spin: 6.59 kcal/mol
M: 105.2 g mol⁻¹
HOMO energy: -0.5232 Eh
Kohn-Sham gap: 11.4 eV

=====

Density functional theory data (ωB97M-V/def2-TZVPD) for C16H6Cl4HgIO2 as an isolated structure at a distorted geometry.

```
! wB97M-V def2-TZVPD RIJCOSX def2/J DEFGRID3
* xyz -2 2
Hg -1.7394 0.0431 -0.5217
I 4.4130 8.9630 -4.2165
Cl 0.3676 5.1483 -2.1308
Cl -1.4358 -2.0166 4.4081
Cl -0.8279 -0.7363 7.2116
Cl 0.2920 2.2400 7.3682
O 0.1570 2.3786 2.2912
O -0.8625 -0.2218 2.1489
C -0.8960 2.8445 1.5755
C -0.0687 1.4771 5.8431
C -0.4774 3.5888 0.3694
C -1.5222 4.1570 -0.5113
C -0.6199 0.2828 3.2609
C -2.1949 2.7059 1.8756
C -1.2450 4.8353 -1.6270
C 2.7508 7.6825 -3.4818
C -0.5584 0.1717 5.7550
C 0.1199 2.1349 4.6594
C -2.9068 3.9462 -0.1110
C -0.1225 1.6283 3.4285
C 0.0100 5.5846 -4.0107
C -3.2038 3.2689 1.0039
C 0.8248 3.7061 0.1601
C -0.8251 -0.3985 4.5192
H 1.9182 8.3339 -3.8351
H -3.6814 4.3482 -0.7503
H 1.0530 5.9221 -4.1872
H -4.2425 3.1189 1.2721
H -2.4844 2.1455 2.7525
H -1.9607 5.2401 -2.3261
*
```

LUMO level (spin up / spin down): 1.218 / 1.231 eV
ΔE to the lowest compared entry with this formula, charge and spin: 363.88 kcal/mol
M: 699.5 g mol⁻¹
HOMO energy (spin up / spin down): -0.0059 / -0.0064 Eh
Kohn-Sham gap (spin up / spin down): 1.4 / 1.4 eV

=====

Density functional theory data (ωB97M-V/def2-TZVPD) for a 2-piece molecular cluster, C7H15NO overall at a distorted geometry.

```
! wB97M-V def2-TZVPD RIJCOSX def2/J DEFGRID3
* xyz -1 2
O -0.2455 0.2176 -3.7721
N 2.7284 0.6406 0.3079
C -2.8567 1.4314 0.3432
C -1.5802 0.9567 0.9985
C -0.9788 -0.2724 0.3220
C 1.3290 0.6090 0.0999
C 0.9826 -1.7818 0.7082
C 0.5135 -0.4706 0.3902
C 2.2180 -2.3776 0.4987
H 2.3557 -3.3933 0.8604
H 0.2275 -2.3765 1.2215
H -2.6164 1.8438 -0.6422
H -0.7757 -0.0052 -2.9993
H 3.1525 0.0366 0.9868
H 3.1597 1.5076 0.0622
H -0.8573 1.7396 1.1717
H 0.6409 -0.1155 -3.5632
H -3.5316 0.5860 0.2111
H 3.0365 -1.8725 0.0031
H -1.6149 0.7345 2.0820
H -1.2525 -0.2836 -0.7560
H 0.8713 1.5626 -0.0282
H -1.5360 -1.1661 0.6322
H -3.3699 2.2495 0.8615
*
```

LUMO level (spin up / spin down): 3.785 / 3.696 eV
ΔE to the lowest compared entry with this formula, charge and spin: 0.03 kcal/mol
M: 129.2 g mol⁻¹
HOMO energy (spin up / spin down): 0.0161 / -0.0845 Eh
Kohn-Sham gap (spin up / spin down): 3.3 / 6.0 eV

=====

Density functional theory data (ωB97M-V/def2-TZVPD) for C19H22IMnN6O7 as an isolated structure at a distorted geometry.

```
! wB97M-V def2-TZVPD RIJCOSX def2/J DEFGRID3
* xyz -2 5
I 1.4843 1.3676 -6.8916
Mn -0.0559 0.0516 -1.2163
O -1.6331 -1.1065 1.1801
O -1.3089 -1.2276 7.5255
O 2.9912 1.9337 4.3305
O 1.8142 1.0557 -3.3839
O -2.5674 -1.9932 5.9234
O 2.5512 1.5011 6.4156
O 0.1009 0.2563 0.8065
N 0.3414 -2.7802 -2.1203
N 1.5954 -2.3385 -0.4244
N -0.4857 2.8347 -0.2523
N 2.2906 1.3965 5.2054
N -1.5891 -1.3409 6.3223
N -2.1165 2.1704 -1.4936
C -1.4400 3.8344 -0.2441
C 0.9507 0.6111 -2.7315
C -0.7448 -0.6926 5.3530
C -1.0819 -0.8417 4.0052
C -0.2815 -0.2416 3.0414
C -3.0033 1.3685 -2.3205
C 0.7241 -1.7506 -1.2976
C -0.6280 -2.7157 -3.2026
C 0.8454 0.5034 3.4302
C 0.9998 -3.9497 -1.7888
C 0.3560 0.0344 5.7865
C 2.3083 -1.7241 0.6880
C -2.4530 3.4241 -1.0207
C 0.3485 0.1920 -8.2454
C -0.8517 1.8274 -1.0932
C 1.7762 -3.6747 -0.7259
C 1.1340 0.6249 4.8026
C 0.7444 2.9557 0.5260
C -0.6913 -0.4090 1.5921
H -3.4203 1.9907 -3.1279
H -3.8466 0.9658 -1.7310
H -1.5321 -3.2986 -2.9532
H 3.3549 -2.0700 0.6908
H 2.2876 -0.6294 0.6136
H 1.8339 -2.0266 1.6384
H -1.9397 -1.4139 3.6682
H -3.3698 3.9352 -1.2555
H 1.0011 -0.6052 -8.6240
H 0.0093 0.8449 -9.0603
H 1.4590 2.1593 0.2822
H -0.1957 -3.1420 -4.1229
H 0.8789 -4.8872 -2.2984
H 1.1994 3.9368 0.3192
H -0.9173 -1.6712 -3.3874
H 0.5866 0.1282 6.8405
H -0.4969 -0.2111 -7.6741
H -2.4406 0.5286 -2.7562
H 0.5131 2.8867 1.6028
H -1.3268 4.7456 0.3149
H 1.5030 0.9961 2.7146
H 2.4344 -4.3194 -0.1763
*
```

LUMO level (spin up / spin down): 2.866 / 3.013 eV
M: 628.3 g mol⁻¹
HOMO energy (spin up / spin down): 0.0692 / -0.0666 Eh
Kohn-Sham gap (spin up / spin down): 1.0 / 4.8 eV

=====

Density functional theory data (ωB97M-V/def2-TZVPD) for an isolated ion of composition C4H10NS and charge -1 at a distorted geometry.

```
! wB97M-V def2-TZVPD RIJCOSX def2/J DEFGRID3
* xyz -1 1
S -0.5278 -2.7625 1.4459
N 0.8033 0.2070 -0.7367
C -0.1578 -0.2977 0.2735
C -0.5400 -1.7297 -0.0626
C -1.4244 0.4969 0.4272
C 1.8007 1.1830 -0.3975
H -1.5479 -1.7195 -0.5438
H 0.3489 -0.1425 1.2320
H 2.3276 1.4028 -1.3498
H 0.3349 0.4558 -1.5963
H 2.5898 0.8975 0.3083
H -2.0441 0.0512 1.2527
H -2.1033 0.6371 -0.4057
H -1.3038 1.4507 0.9406
H 0.0412 -2.2557 -0.8191
H 1.4027 2.1255 0.0314
*
```

LUMO level: 3.730 eV
ΔE to the lowest compared entry with this formula, charge and spin: 16.72 kcal/mol
M: 104.2 g mol⁻¹
SMILES: CN[C@@H](C)C[S-]
HOMO energy: -0.0772 Eh
Kohn-Sham gap: 5.8 eV